[1]
{"formula": "C32H77N2O3P", "method": "the ωB97M-V functional and the def2-TZVPD basis", "symbols": ["O", "H", "C", "C", "C", "C", "P", "C", "C", "C", "C", "C", "C", "C", "C", "C", "C", "C", "C", "H", "H", "H", "H", "H", "H", "H", "H", "H", "H", "H", "H", "H", "H", "H", "H", "H", "H", "H", "H", "H", "H", "H", "H", "H", "H", "H", "H", "H", "H", "H", "H", "H", "H", "H", "H", "C", "C", "N", "C", "C", "C", "C", "C", "O", "C", "H", "H", "H", "H", "H", "H", "H", "H", "H", "H", "H", "H", "H", "H", "H", "H", "H", "H", "H", "H", "C", "C", "N", "C", "C", "C", "C", "C", "O", "C", "H", "H", "H", "H", "H", "H", "H", "H", "H", "H", "H", "H", "H", "H", "H", "H", "H", "H", "H", "H"], "coordinates": [[0.1001, 0.7736, -0.2568], [-0.7786, 0.3546, -0.1745], [-2.1947, -2.0653, -1.5633], [-1.7900, -3.3765, -0.7719], [-0.3144, -3.5175, -0.4997], [0.2767, -2.3501, 0.3728], [1.9999, -1.8306, -0.0360], [2.9241, -3.3999, 0.0394], [2.8868, -4.0544, 1.4469], [3.6963, -5.2308, 1.4596], [4.0909, -5.8064, 2.8392], [2.7272, -0.6231, 1.2403], [4.2732, -0.5455, 1.3780], [4.6277, -0.1745, 2.8366], [4.4822, -1.3692, 3.7784], [2.0915, -1.1271, -1.7174], [3.3246, -1.5224, -2.6009], [4.6627, -0.8714, -2.3308], [4.6573, 0.6237, -2.4108], [-1.7991, -1.1382, -1.1484], [-3.2763, -1.9315, -1.5479], [-1.8743, -2.2220, -2.5933], [-2.0748, -4.1223, -1.5139], [-2.4521, -3.4251, 0.0926], [0.2463, -3.5083, -1.4344], [-0.2023, -4.4211, 0.0995], [0.4557, -2.4361, 1.4446], [-0.1371, -1.3462, 0.2784], [3.9301, -3.1047, -0.2586], [2.4689, -4.0192, -0.7335], [1.8676, -4.3015, 1.7443], [3.0956, -3.2216, 2.1183], [4.5672, -5.0180, 0.8397], [3.1063, -5.9205, 0.8561], [4.5419, -6.7948, 2.7513], [3.2611, -6.0764, 3.4925], [4.8260, -5.1041, 3.2323], [2.3504, -1.0421, 2.1733], [2.2550, 0.3344, 1.0206], [4.6739, 0.2193, 0.7127], [4.7893, -1.4741, 1.1341], [3.9829, 0.6971, 2.9491], [5.6244, 0.2637, 2.8883], [3.5827, -1.9829, 3.7289], [4.5817, -1.0489, 4.8156], [5.2657, -2.1101, 3.6193], [1.9117, -0.0546, -1.6434], [1.1958, -1.4690, -2.2360], [3.0139, -1.3155, -3.6249], [3.5120, -2.5962, -2.5946], [5.3461, -1.2003, -3.1137], [5.1014, -1.1363, -1.3687], [5.4501, 1.1669, -2.9251], [4.8414, 0.9055, -1.3741], [3.7812, 1.1131, -2.8362], [-5.1472, -1.1266, 3.4645], [-4.3123, 0.1959, 3.5158], [-3.0679, 0.1924, 2.6422], [-1.9923, -0.7661, 3.2251], [-3.2716, -0.3613, 1.1777], [-4.5474, 0.2039, 0.4319], [-2.4751, 1.6585, 2.5165], [-2.3926, 2.5724, 3.7870], [-1.9772, 1.8566, 4.9752], [-2.3193, 2.4838, 6.2729], [-4.5207, -2.0083, 3.5993], [-5.8136, -1.2933, 2.6182], [-5.9551, -1.1102, 4.1960], [-3.9387, 0.4931, 4.4957], [-4.8301, 1.1094, 3.2234], [-2.1460, -1.8435, 3.2854], [-1.9069, -0.5251, 4.2847], [-1.0509, -0.5176, 2.7351], [-3.5326, -1.4120, 1.3041], [-2.2739, -0.3223, 0.7405], [-4.4477, 1.2356, 0.0944], [-5.3893, 0.3135, 1.1156], [-4.8092, -0.4439, -0.4046], [-3.1499, 2.1850, 1.8415], [-1.4687, 1.6850, 2.0987], [-3.3611, 2.9604, 4.1024], [-1.8804, 3.5110, 3.5756], [-2.1254, 1.7203, 7.0263], [-3.3631, 2.7729, 6.3956], [-1.6763, 3.3223, 6.5406], [0.0328, 3.7488, -5.2569], [-1.3126, 3.2167, -4.8513], [-1.2864, 2.4519, -3.5322], [-2.7606, 1.9513, -3.2784], [-0.4071, 1.1890, -3.4783], [-0.7204, 0.0791, -4.4742], [-0.7961, 3.2948, -2.2750], [-1.4022, 4.6251, -1.9760], [-0.8288, 5.7039, -2.7975], [-1.5322, 7.0022, -2.8334], [0.8823, 3.0687, -5.1937], [0.2720, 4.6700, -4.7257], [0.0640, 4.0430, -6.3060], [-1.5721, 2.4995, -5.6300], [-1.9778, 4.0421, -4.5977], [-2.9308, 1.3887, -4.1964], [-3.5200, 2.7326, -3.3077], [-2.8183, 1.2930, -2.4116], [-0.4697, 0.8505, -2.4441], [0.5980, 1.5481, -3.6997], [0.1089, -0.5625, -4.7722], [-0.9244, 0.4365, -5.4835], [-1.6062, -0.5301, -4.2948], [0.2616, 3.4734, -2.4682], [-0.8805, 2.6745, -1.3827], [-1.3761, 4.9680, -0.9417], [-2.4871, 4.5248, -2.0080], [-0.7826, 7.7800, -2.6881], [-2.1008, 7.0964, -1.9083], [-2.1382, 6.9527, -3.7381]], "forces_ev_per_angstrom": [[-0.082, 0.233, 0.084], [0.015, 0.151, -0.051], [0.211, -1.009, 0.456], [-1.102, 1.795, -1.512], [0.260, 1.256, 1.630], [1.358, 1.387, -0.267], [1.239, -0.464, 0.262], [-0.642, 0.845, 0.085], [-2.146, 3.452, -0.331], [1.340, -2.517, 0.046], [0.081, -0.283, -1.009], [-0.360, -1.409, -0.849], [0.279, -0.025, -0.121], [-0.539, -0.032, -1.174], [0.296, 0.245, 0.642], [0.191, -0.461, -0.196], [-0.383, -0.164, 0.198], [0.475, 0.059, -1.119], [0.287, 1.666, 0.990], [0.381, 0.050, -0.110], [-0.045, -0.224, -0.163], [0.021, 0.480, -0.032], [-0.103, -0.541, 0.561], [0.381, -0.428, 0.225], [-0.069, -0.541, -0.036], [0.524, -0.223, -0.489], [-0.750, -0.850, 0.244], [-0.960, -0.474, -0.107], [0.228, -0.470, 0.011], [0.247, -0.243, -0.120], [-0.365, -0.089, -0.259], [0.827, -0.301, 0.493], [0.483, -0.315, 0.297], [0.238, -0.655, 0.072], [0.504, 0.205, -0.410], [-0.230, 0.910, 0.140], [-0.231, -0.251, 0.689], [-0.247, 0.255, 0.217], [0.132, 0.049, 0.226], [-0.119, -0.024, -0.105], [-0.231, -0.211, -0.194], [-0.290, -0.081, 1.181], [0.152, -0.376, -0.050], [-0.436, 0.483, -0.202], [-0.038, -0.030, 0.022], [0.327, 0.230, -0.193], [0.504, 0.201, 0.106], [-0.164, -0.373, -0.035], [0.103, 0.187, -0.092], [-0.470, -0.183, 0.210], [0.008, -0.595, 0.148], [-0.113, -0.431, -0.049], [0.436, -0.803, -0.297], [-0.632, 0.956, 0.016], [-0.474, -0.277, 0.337], [-0.075, 0.769, 0.116], [-0.385, 0.015, -0.475], [1.607, -0.804, -0.990], [0.139, 1.375, 1.213], [-2.218, 0.343, 1.123], [1.325, 0.835, 0.621], [-0.364, 0.286, 1.167], [-1.619, -0.932, 2.018], [0.149, 0.680, -0.209], [0.585, -0.637, -0.272], [-0.130, 0.059, 0.212], [0.725, 0.340, -0.767], [0.614, 0.131, 0.805], [0.041, -0.687, 0.189], [-0.579, -0.331, -0.334], [-0.830, 0.125, -1.068], [0.213, 0.542, -0.100], [-0.092, -0.172, -0.008], [0.421, -0.067, 0.265], [-0.413, 0.299, -0.238], [0.419, -0.040, -0.409], [0.052, -0.672, 0.047], [0.012, 0.061, 0.154], [0.010, -0.169, -0.131], [-0.059, -0.906, -0.235], [-0.655, -0.111, -0.674], [0.879, -0.321, -0.266], [0.040, -0.132, -0.249], [-0.147, 0.017, -0.603], [0.043, 0.114, -0.507], [0.975, 1.056, -0.079], [1.216, -0.330, 0.573], [-1.657, -0.563, 2.411], [1.283, 0.093, -1.551], [0.216, 0.309, -0.912], [-0.779, 0.093, -1.275], [1.006, 0.078, -0.800], [-0.997, 2.362, -0.974], [-0.581, -1.344, 0.544], [0.413, -1.718, 1.210], [-0.179, -0.280, 0.299], [0.108, -0.168, 0.222], [-0.530, -0.092, -0.104], [-0.982, 0.218, 0.303], [-0.346, -0.201, -0.801], [-0.305, -0.323, 0.284], [0.497, 0.311, 0.436], [0.162, 0.272, 0.025], [0.107, 0.009, -0.143], [0.031, -0.002, 0.352], [0.331, -0.096, 0.978], [-0.143, 0.744, -0.039], [0.203, -0.055, 0.573], [0.114, -0.231, -0.001], [-0.135, -0.277, -0.397], [1.057, -0.579, 0.449], [-0.570, 0.272, -1.007], [0.036, -0.061, -0.985], [-0.631, -0.098, -0.201], [0.061, 0.847, 0.201]], "lowdin_spin": [0.9466, 0.0194, 0.0007, 0.0001, -0.0001, -0.0005, -0.0005, -0.0001, 0.0000, 0.0000, 0.0000, -0.0003, 0.0000, 0.0000, 0.0000, 0.0072, 0.0020, 0.0001, 0.0001, 0.0002, 0.0001, 0.0000, 0.0000, 0.0000, 0.0000, 0.0000, 0.0003, -0.0008, 0.0000, 0.0000, 0.0000, 0.0000, 0.0000, 0.0000, 0.0000, 0.0000, 0.0000, 0.0000, 0.0002, 0.0000, 0.0000, 0.0000, 0.0000, 0.0000, 0.0000, 0.0000, 0.0038, 0.0002, 0.0000, 0.0005, 0.0001, 0.0000, 0.0000, 0.0000, 0.0000, 0.0000, 0.0001, 0.0002, 0.0002, -0.0003, 0.0000, 0.0024, 0.0004, 0.0000, 0.0000, 0.0000, 0.0000, 0.0000, 0.0000, 0.0000, 0.0000, 0.0000, 0.0002, 0.0000, -0.0003, 0.0000, 0.0000, 0.0000, 0.0000, 0.0033, 0.0002, 0.0000, 0.0000, 0.0000, 0.0000, 0.0000, 0.0004, 0.0007, -0.0001, 0.0094, 0.0011, -0.0015, -0.0001, 0.0000, 0.0000, 0.0000, 0.0000, 0.0000, 0.0000, 0.0001, 0.0000, 0.0000, -0.0001, 0.0050, -0.0001, 0.0000, 0.0005, 0.0001, 0.0000, -0.0013, 0.0000, 0.0000, 0.0000, 0.0000, 0.0000], "s2": 0.753, "spin_multiplicity": 2, "largest_force_ev_per_a": 4.078, "e_lumo_ha": [-0.2536, -0.4091], "total_charge": 3}


[2]
{"formula": "C4H11OS", "method": "the ωB97M-V functional and the def2-TZVPD basis", "symbols": ["C", "C", "S", "H", "H", "H", "H", "H", "H", "C", "O", "C", "H", "H", "H", "H", "H"], "coordinates": [[3.2586, 0.6750, -0.3052], [2.1713, -0.3312, -0.6466], [1.4918, -1.2839, 0.7302], [3.2402, 1.1058, 0.6943], [4.2443, 0.2088, -0.4201], [3.2650, 1.5143, -1.0168], [2.5449, -1.0838, -1.3431], [1.3372, 0.1678, -1.1559], [-0.8409, -1.5854, 0.3341], [-2.1867, -0.3269, 0.8812], [-1.8344, -1.5452, 0.2456], [-3.0218, 0.5404, -0.0703], [-2.7634, -0.5321, 1.7843], [-1.2473, 0.1633, 1.1328], [-2.7807, 1.5839, 0.1474], [-2.7876, 0.3126, -1.1017], [-4.0905, 0.4167, 0.1097]], "forces_ev_per_angstrom": [[0.820, 0.199, -0.572], [-0.663, -0.171, -0.128], [-0.287, -0.132, 0.607], [-0.431, -0.198, 0.127], [-0.020, -0.035, 0.185], [-0.082, -0.040, 0.023], [0.230, 0.284, -0.259], [0.153, 0.083, 0.021], [-0.409, -0.233, -0.199], [0.089, -0.315, -0.866], [0.619, -0.043, 0.283], [0.099, 0.305, 0.866], [0.038, 0.033, 0.246], [-0.068, 0.278, 0.259], [-0.129, 0.127, -0.236], [0.099, -0.023, -0.174], [-0.059, -0.119, -0.183]], "nbo_charge": [-0.6149, -0.5336, -0.7040, 0.2051, 0.1853, 0.1738, 0.1797, 0.1713, 0.5114, -0.0714, -0.7889, -0.6310, 0.1366, 0.1893, 0.1918, 0.2155, 0.1841], "relative_energy_kj_mol": 38.9, "largest_force_ev_per_a": 1.020, "e_lumo_ha": 0.1454, "total_charge": -1}